No. 1
# C10H20O20S5

A cluster of 5 separate species, C10H20O20S5 in total at a distorted geometry (ωB97M-V with the def2-TZVPD basis set, the Open Molecules 2025 dataset).

The geometry in XYZ format:
```
55
C10H20O20S5 | the Open Molecules 2025 dataset | ωB97M-V with the def2-TZVPD basis set
O -2.68729 1.51720 -1.24007
S -1.32756 1.83895 -0.88020
O -0.50075 2.74614 -1.79025
O -1.33161 2.30296 0.64372
C -1.29139 1.20281 1.56374
C -0.49909 0.10224 0.89113
O -0.58951 0.31312 -0.50038
H -0.84478 1.50945 2.50957
H -2.23133 0.95025 2.05446
H -0.92694 -0.88679 1.05504
H 0.57517 0.08708 1.07508
O 2.35559 5.50360 -11.22776
S 3.46909 4.52139 -11.28613
O 3.78681 3.83441 -12.55655
O 4.84581 5.07754 -10.59788
C 4.77630 4.99686 -9.13200
C 3.90606 3.71278 -8.85731
O 3.26778 3.38660 -10.07188
H 5.76552 4.84203 -8.70123
H 4.57540 6.02625 -8.83518
H 3.08137 3.82394 -8.15330
H 4.47087 2.85377 -8.49513
O 6.50338 -5.29338 2.12782
S 6.12998 -4.26014 1.19907
O 6.24332 -2.91359 1.55811
O 6.91553 -4.42574 -0.22201
C 6.30071 -5.46165 -0.98586
C 4.91164 -5.57940 -0.60075
O 4.73054 -4.70421 0.38949
H 6.47965 -5.13115 -2.00900
H 6.77194 -6.43624 -0.85851
H 4.80117 -6.62370 -0.30859
H 4.08899 -5.33164 -1.27154
O -8.76528 -6.60157 -1.01534
S -7.91357 -5.81834 -1.92698
O -6.97816 -6.54888 -2.85137
O -8.89070 -4.76658 -2.75015
C -8.46276 -3.38374 -2.56455
C -7.16353 -3.35455 -1.62969
O -7.11546 -4.62054 -1.00043
H -8.09554 -3.04566 -3.53355
H -9.32590 -2.85941 -2.15445
H -7.28314 -2.56942 -0.88312
H -6.21780 -3.31869 -2.17042
O -2.98425 5.18754 10.52352
S -2.14626 4.06591 10.38330
O -2.21683 3.12369 9.30829
O -0.51449 4.55107 10.46095
C 0.26958 3.95355 11.50069
C -0.83946 3.61113 12.53366
O -1.98064 3.20202 11.79059
H 0.76009 3.04388 11.15427
H 1.04570 4.60975 11.89457
H -1.19524 4.47293 13.09830
H -0.50868 2.96418 13.34615
```

## Properties
LUMO level ... 0.27 eV
Energy above the lowest of the compared OMol25 structures with the same formula, charge and spin ... 4.819 eV
Kohn-Sham gap ... 11.5 eV
Total energy ... -3888.4881 a.u.


No. 2
# C27H44N5OPRh

A structure of composition C27H44N5OPRh at a distorted geometry (ωB97M-V with the def2-TZVPD basis set, the Open Molecules 2025 dataset).

The geometry in XYZ format:
```
79
C27H44N5OPRh | the Open Molecules 2025 dataset | ωB97M-V with the def2-TZVPD basis set
Rh -1.09869 0.09123 1.79274
N -2.97059 3.77880 2.71596
C -1.74470 4.32892 2.91890
C -0.82704 3.33433 2.70832
N -1.48794 2.19514 2.39272
C -2.79628 2.47624 2.40483
C -3.75031 1.43079 2.15299
N -3.32745 0.20324 1.82533
C -4.42595 -0.58711 1.72766
C -5.53618 0.17240 1.98659
N -5.09600 1.43266 2.24404
H -3.84040 4.28770 2.78188
H -1.60831 5.35539 3.19287
H 0.24047 3.37214 2.78226
H -4.36836 -1.63370 1.49839
H -6.57103 -0.09628 2.00619
H -5.70176 2.21350 2.45099
C -1.92244 -2.87166 6.27964
C -0.60671 -2.23582 5.80234
C -0.70345 -1.57360 4.55479
N -0.75652 -1.03826 3.53470
H -1.73614 -3.33554 7.24505
H -2.27194 -3.63703 5.59176
H -2.70179 -2.12399 6.40125
H 0.16439 -3.01090 5.70818
H -0.26061 -1.50010 6.53911
O 0.56700 -0.31857 0.36483
P 1.03822 0.01091 -1.02630
C 2.56863 1.08715 -0.91271
C 3.66230 0.54054 0.00955
C 5.02743 0.44355 -0.68207
C 5.40018 1.79987 -1.26473
C 4.28932 2.39353 -2.12175
C 3.10690 1.44114 -2.29960
C -0.24841 1.08658 -1.85959
C -0.32587 1.00525 -3.39730
C -1.67071 0.48395 -3.89502
C -2.81993 1.34982 -3.37791
C -2.62243 1.79260 -1.91688
C -1.62091 0.88487 -1.21438
C 1.35969 -1.56959 -1.96371
C 0.08161 -2.41678 -1.91025
C 0.10674 -3.40281 -0.75435
C 1.23547 -4.41442 -0.90722
C 2.43087 -3.82768 -1.63875
C 2.54213 -2.32629 -1.36747
H 2.15308 1.99813 -0.45968
H 3.40127 -0.44337 0.40585
H 3.76717 1.20350 0.87022
H 5.01474 -0.31386 -1.46796
H 5.78048 0.13565 0.04387
H 6.31628 1.67664 -1.85413
H 5.67122 2.49340 -0.46413
H 4.67382 2.65035 -3.11391
H 3.94105 3.33697 -1.69379
H 3.43016 0.55066 -2.83833
H 2.33802 1.93502 -2.89311
H 0.07067 2.10055 -1.58708
H 0.47229 0.38383 -3.80302
H -0.19771 2.00772 -3.80987
H -1.81364 -0.55696 -3.59864
H -1.67486 0.49202 -4.98756
H -3.75030 0.79259 -3.49365
H -2.91305 2.24094 -4.00041
H -3.57764 1.78124 -1.39072
H -2.25283 2.82010 -1.88860
H -1.96641 -0.14888 -1.29384
H -1.55923 1.13640 -0.12569
H 1.58013 -1.29076 -2.99738
H 0.00131 -2.98068 -2.84407
H -0.80071 -1.77824 -1.83674
H -0.85300 -3.91635 -0.67440
H 0.23192 -2.83283 0.17843
H 0.87395 -5.29045 -1.45430
H 1.53244 -4.79548 0.07204
H 2.33576 -3.97384 -2.71889
H 3.34680 -4.33466 -1.33815
H 3.48165 -1.94777 -1.76698
H 2.54267 -2.20367 -0.27924
```

## Properties
LUMO level (alpha / beta) ... -7.61 / -13.29 eV
Net charge ... +3
2S+1 ... 5
Kohn-Sham gap (alpha / beta) ... 8.9 / 3.2 eV
Total energy ... -1855.1930 a.u.


No. 3
# H39O20

A cluster of 20 separate species, H39O20 in total at a distorted geometry (ωB97M-V with the def2-TZVPD basis set, the Open Molecules 2025 dataset).

The geometry in XYZ format:
```
59
H39O20 | the Open Molecules 2025 dataset | ωB97M-V with the def2-TZVPD basis set
O 2.63435 -0.05189 -1.23870
H 3.42296 -0.06010 -0.68014
O 1.84342 1.94260 0.01364
H 2.19906 0.84976 -1.11088
H 2.49389 2.46947 0.48607
O 1.94228 3.79499 -1.80808
H 2.64767 3.41996 -2.33479
H 1.81953 3.08251 -1.11554
O 0.69293 -1.86022 -1.87872
H 0.17654 -1.03725 -1.78050
H 1.56644 -1.40844 -1.83588
O 0.45655 -0.91724 1.60314
H 0.23409 -1.84794 1.49753
H 0.44382 -0.81446 2.56315
O -4.72388 -0.22093 -1.66261
H -3.76787 -0.19393 -1.62775
H -5.02104 -0.76018 -0.91303
O 0.42250 -4.27788 1.68983
H -0.26524 -4.11048 0.99866
H 0.11358 -4.82990 2.42492
O -0.74170 2.23682 0.03623
H -1.02820 2.93860 0.65107
H 0.29440 2.28639 0.08335
O -2.34722 -0.59964 0.88472
H -2.29686 0.39936 0.84607
H -1.39523 -0.67771 1.06973
O -0.80721 4.02999 -2.69283
H -0.80274 3.07121 -2.74283
H 0.12434 4.18925 -2.47866
O -1.63958 0.15116 4.91093
H -2.27997 0.24254 4.20070
H -1.11451 0.93676 4.70465
O 1.22229 1.66033 2.55445
H 1.99298 1.51359 3.12468
H 1.53200 1.44714 1.62337
O -0.88073 -3.55576 -0.51700
H -1.11468 -2.60849 -0.57605
H -0.01968 -3.63441 -0.94979
O 1.48847 -4.38353 -1.91628
H 1.24174 -3.69807 -2.54044
H 2.33075 -4.10569 -1.55422
O -2.44777 -1.24246 -3.90533
H -1.82690 -1.36175 -3.16976
H -2.75552 -0.39472 -3.57680
O -2.58533 4.06019 -0.75779
H -1.85080 3.40472 -0.73690
H -2.45529 4.22688 -1.69748
O -0.15347 4.08813 2.07763
H 0.04434 3.32746 2.64488
H 0.66883 4.56103 2.21302
O -0.96242 0.42164 -1.86354
H -1.65956 0.96644 -2.25195
H -0.86373 0.79511 -0.92129
O 2.39040 -3.00132 3.31304
H 1.79216 -3.74322 3.36962
H 2.65903 -2.93370 2.38307
O 2.65317 -2.97844 0.34510
H 2.57209 -2.05014 0.08447
H 1.69052 -3.15413 0.43785
```

## Properties
LUMO level ... 2.25 eV
Net charge ... -1
Energy above the lowest of the compared OMol25 structures with the same formula, charge and spin ... 1.827 eV
Kohn-Sham gap ... 9.9 eV
Total energy ... -1528.2932 a.u.


No. 4
# C54H87N7O11

A cluster of 7 separate species, C54H87N7O11 in total at a distorted geometry (ωB97M-V with the def2-TZVPD basis set, the Open Molecules 2025 dataset).

The geometry in XYZ format:
```
159
C54H87N7O11 | the Open Molecules 2025 dataset | ωB97M-V with the def2-TZVPD basis set
C 10.29105 1.25650 1.10544
C 9.29297 0.69141 -0.06642
C 7.98820 1.66041 -0.32005
C 7.11609 1.08627 -1.62638
C 6.23874 2.31496 -2.31257
C 4.68017 1.86518 -2.64835
C 4.32421 2.50513 -4.12433
C 3.07618 1.71728 -4.89828
C 1.83643 1.41054 -3.86659
C 1.37868 -0.07922 -3.32578
C 0.11948 -0.31068 -2.25053
C -0.31047 -1.80371 -1.66768
O 0.73543 -2.13438 -0.64398
O 0.51943 -1.45678 0.45757
C -0.73524 0.97643 -1.69012
C -1.97811 0.90990 -0.60864
O -3.23464 0.55875 -1.28878
C -4.39950 0.93821 -0.47385
C -5.41643 -0.38636 -0.44789
C -0.28788 2.46397 -2.22006
C 0.98430 2.70400 -3.27915
C 1.37746 4.27260 -3.70676
O 1.71879 4.64030 -4.95160
C 1.30208 5.35815 -2.43636
C 2.43040 6.54771 -2.20859
C 2.20597 7.49400 -0.85494
C 0.93957 7.24186 0.20542
C 0.93465 8.27200 1.52313
C 2.35400 7.91309 2.33188
C 2.45744 6.60172 3.36494
C 3.83158 6.16280 4.15435
C 5.23610 7.03050 3.95720
C 5.13839 8.35805 2.97886
C 3.73751 8.79923 2.18217
C 3.83535 10.14992 1.25816
C -0.21463 6.06725 -0.03002
N -1.36657 5.90862 0.93609
C -1.11755 4.85713 1.99242
C 0.25721 3.98586 1.80524
C 0.02210 5.12300 -1.38779
C -1.03783 3.87081 -1.71379
O -2.35609 3.99268 -1.53836
H 11.00699 2.10350 0.71604
H 10.99925 0.36742 1.46716
H 9.73906 1.64334 2.07279
H 9.93171 0.60641 -1.06433
H 8.93604 -0.38497 0.22324
H 8.32088 2.76964 -0.52116
H 7.25027 1.63749 0.60223
H 6.34913 0.27193 -1.28179
H 7.85708 0.62435 -2.43546
H 6.84469 2.63935 -3.28300
H 6.30672 3.22680 -1.55400
H 4.00897 2.35962 -1.81846
H 4.57827 0.70036 -2.58366
H 5.27359 2.47819 -4.84431
H 4.09398 3.65260 -3.94606
H 3.53041 0.69081 -5.26293
H 2.69954 2.36935 -5.82104
H 1.97068 -1.02185 -3.69939
H -1.32772 -1.77022 -1.05404
H -0.28667 -2.64036 -2.48544
H 1.28455 -0.82784 0.64997
H -1.72804 0.04578 0.17104
H -2.07065 1.90717 0.04102
H -4.14155 1.31755 0.60869
H -4.95597 1.81697 -1.03564
H -6.50898 -0.09151 -0.13971
H -4.99193 -1.22676 0.27581
H -5.39956 -0.87081 -1.53006
H 3.32833 6.69388 -2.96644
H 3.00271 8.34863 -0.70232
H 0.89808 9.40416 1.17667
H 0.03937 7.98578 2.22432
H 1.50252 5.91463 3.56571
H 3.91552 5.21857 4.87223
H 6.24007 6.71200 4.48679
H 6.14007 8.97531 2.84124
H 2.79661 10.39142 0.73925
H 4.59907 9.92829 0.38297
H 4.20767 11.04722 1.92375
H -2.29077 5.80727 0.46237
H -1.10166 5.33171 3.06401
H -2.06894 4.13643 1.97369
H 0.17951 3.37424 0.78273
H 1.25076 4.60291 1.83858
H 0.25252 3.15472 2.65570
C 0.87567 -4.36020 1.70967
N 1.07067 -3.76510 3.01014
C 0.91671 -4.34732 4.23416
C 0.49152 -5.78863 4.27989
O 1.12484 -3.69397 5.25293
H 1.81736 -4.28972 1.16021
H 0.10888 -3.78494 1.18540
H 0.56797 -5.40465 1.77117
H 1.35821 -2.79416 3.05839
H 0.41072 -6.11406 5.32084
H -0.48608 -5.90474 3.80446
H 1.23581 -6.41342 3.77904
C -6.25228 -5.82866 1.65034
N -5.88684 -4.59289 1.00019
C -5.84688 -4.32462 -0.33672
C -6.22314 -5.42666 -1.28762
O -5.51086 -3.20988 -0.72723
H -7.10156 -5.62746 2.30753
H -5.40210 -6.15946 2.25159
H -6.52042 -6.61048 0.93885
H -5.62074 -3.80374 1.57827
H -6.14399 -5.06558 -2.31687
H -5.54306 -6.27384 -1.16514
H -7.25584 -5.73765 -1.10871
C 1.77175 -5.60491 8.66032
N 1.77491 -7.04716 8.60315
C 2.83195 -7.89395 8.76598
C 4.18136 -7.29095 9.04126
O 2.66169 -9.10747 8.68577
H 1.08297 -5.29872 9.45119
H 1.40872 -5.22863 7.70096
H 2.76165 -5.19359 8.86101
H 0.89948 -7.52486 8.42105
H 4.92371 -8.08695 9.14755
H 4.48007 -6.64851 8.20864
H 4.15170 -6.71915 9.97258
C -2.16763 0.63354 -6.29781
N -0.76111 0.33187 -6.41648
C -0.10650 -0.22864 -7.47393
C -0.91369 -0.59332 -8.68873
O 1.10502 -0.41957 -7.41196
H -2.27003 1.70629 -6.11790
H -2.56039 0.08513 -5.43832
H -2.72950 0.35954 -7.19144
H -0.15305 0.55040 -5.63529
H -0.25756 -1.02892 -9.44752
H -1.67413 -1.33265 -8.42352
H -1.38148 0.30124 -9.10837
C -8.42493 0.77896 3.60759
N -8.01598 -0.57139 3.30311
C -6.76488 -1.10973 3.37958
C -5.64172 -0.21940 3.83356
O -6.58646 -2.28764 3.08164
H -9.17847 0.73477 4.39744
H -8.87123 1.20882 2.70771
H -7.59227 1.40301 3.93404
H -8.72028 -1.23002 2.99023
H -4.70642 -0.78607 3.84465
H -5.52885 0.62068 3.14310
H -5.83856 0.14290 4.84607
C -5.08926 -8.89125 -5.76889
N -5.78595 -8.09768 -4.78490
C -5.98839 -6.74864 -4.78112
C -5.43262 -5.94998 -5.92722
O -6.60850 -6.22564 -3.85917
H -5.78884 -9.63155 -6.16411
H -4.26564 -9.40550 -5.26797
H -4.69656 -8.28835 -6.58843
H -6.18829 -8.56837 -3.98221
H -5.67211 -4.89216 -5.78697
H -4.34516 -6.05639 -5.96376
H -5.88032 -6.28427 -6.86689
```

## Properties
LUMO level ... -1.55 eV
Kohn-Sham gap ... 6.7 eV
Total energy ... -3319.4915 a.u.


No. 5
# C25H36CaF4N3O2

A structure of composition C25H36CaF4N3O2 (ωB97M-V with the def2-TZVPD basis set, the Open Molecules 2025 dataset).

The geometry in XYZ format:
```
71
C25H36CaF4N3O2 | the Open Molecules 2025 dataset | ωB97M-V with the def2-TZVPD basis set
Ca -0.12298 1.14365 0.78855
C -0.88699 -2.82326 -1.69227
C -0.49981 -1.60943 -2.51416
N 0.93520 -1.33283 -2.49430
C 1.74925 -2.44295 -2.97354
C 1.48571 -2.91062 -4.40474
C 1.23469 -0.07706 -3.18703
C 1.26111 1.13730 -2.25491
N 0.01136 1.45694 -1.59476
C -0.91390 2.16182 -2.24055
C -2.10868 2.48816 -1.54199
F -2.20605 2.05891 -0.23908
C -3.15834 3.19657 -2.05963
F -4.22976 3.43793 -1.27884
C -3.14010 3.67239 -3.36143
C -1.99861 3.37934 -4.08265
F -1.90970 3.80736 -5.35969
C -0.93313 2.66900 -3.57114
F 0.11102 2.45990 -4.41788
H -1.97267 -2.89930 -1.62199
H -0.49069 -2.73778 -0.67983
H -0.52051 -3.75649 -2.12549
H -0.99224 -0.72254 -2.11518
H -0.86806 -1.72017 -3.54968
H 1.62496 -3.28382 -2.28656
H 2.79397 -2.13338 -2.88051
H 0.46558 -3.27796 -4.52717
H 2.16249 -3.72500 -4.66960
H 1.63601 -2.10278 -5.12357
H 0.53259 0.09608 -4.01427
H 2.22889 -0.15619 -3.63780
H 1.67742 1.98748 -2.80654
H 1.98745 0.90746 -1.46745
H -3.95718 4.23867 -3.77821
C -1.50688 0.30568 2.87650
C -0.39629 0.09941 3.72589
C 0.07117 -1.21169 3.51466
C -0.73368 -1.81610 2.52286
C -1.71223 -0.88057 2.11991
C -2.86619 -1.12905 1.18666
C -0.55735 -3.22904 2.05240
C 1.22766 -1.88244 4.19783
C 0.10632 1.10337 4.72057
C -2.41808 1.50531 2.92500
H -2.95552 -0.38573 0.38585
H -3.82957 -1.12461 1.70994
H -2.77510 -2.09931 0.69713
H 0.36550 -3.38444 1.47674
H -1.38119 -3.55668 1.41661
H -0.50863 -3.92796 2.89429
H 1.79022 -1.18193 4.81770
H 1.94051 -2.32378 3.48913
H 0.90870 -2.70053 4.85404
H 0.17645 2.10451 4.28608
H 1.10255 0.84832 5.08947
H -0.54534 1.17865 5.59917
H -1.91773 2.46921 2.76804
H -2.90201 1.57230 3.90638
H -3.21885 1.43348 2.18601
N 1.88597 -0.20073 1.17173
C 2.83359 0.58717 1.97716
C 3.25091 1.90932 1.34434
C 2.28176 3.10672 1.47648
O 2.75894 4.23386 1.52307
O 1.03735 2.81166 1.50591
H 1.41754 -0.88863 1.76532
H 2.34557 -0.68906 0.41194
H 3.73832 0.00093 2.18143
H 2.34949 0.76920 2.93939
H 3.44295 1.76534 0.27421
H 4.20486 2.22044 1.77403
```

## Properties
LUMO level ... 2.63 eV
Net charge ... -1
Energy above the lowest of the compared OMol25 structures with the same formula, charge and spin ... 0.802 eV
Kohn-Sham gap ... 6.8 eV
Total energy ... -2366.2131 a.u.


Look up the total energy of the first one. -3888.4881 a.u.